Density functional theory data (ωB97M-V with the def2-TZVPD basis set) for C4H3NOS2 in the gas phase.

## Properties
Orbital gap (Eh): 0.340
Energy relative to the best compared isomer or geometry (same formula, charge and spin) (eV): 1.679
2S+1: 1

Structure (XYZ):
```
11
C4H3NOS2 ωB97M-V with the def2-TZVPD basis set
C -1.7660 0.8798 -0.0878
O -2.5100 -0.2547 -0.0954
N -1.6542 -1.3287 -0.1414
C -0.4649 -0.8373 -0.1681
C -0.4635 0.5952 -0.1642
S 1.1030 1.3690 -0.3053
C 2.0014 -0.1616 0.2330
S 1.0930 -1.6581 -0.2949
H -2.2967 1.8600 -0.0562
H 1.9893 -0.2604 1.3308
H 2.9686 -0.2032 -0.2506
```

---

Density functional theory data (ωB97M-V with the def2-TZVPD basis set) for C4H3NOS3 in the gas phase.

## Properties
Orbital gap (spin up / spin down) (Eh): 0.232 / 0.274
2S+1: 3

Structure (XYZ):
```
12
C4H3NOS3 ωB97M-V with the def2-TZVPD basis set
C -0.0467 -0.7824 -0.5825
C 0.5406 1.1920 0.0095
C 2.6176 -0.5436 0.0516
C -1.9965 0.3204 -0.1865
N -1.2057 -0.7492 0.1235
O 3.7709 -0.8190 0.0866
S 1.3004 -1.6770 0.1317
S 2.1721 1.2957 0.0452
S -0.8383 2.0222 0.1031
H -2.1392 0.4383 -1.2546
H -2.8914 0.4439 0.4101
H -1.2838 -1.1414 1.0623
```

---

Density functional theory data (ωB97M-V with the def2-TZVPD basis set) for a molecular structure, C4H3NS.

## Properties
Orbital gap (Eh): 0.278
Energy relative to the best compared isomer or geometry (same formula, charge and spin) (eV): 3.809
2S+1: 1

Structure (XYZ):
```
9
C4H3NS ωB97M-V with the def2-TZVPD basis set
C 1.5919 -0.6747 -0.4705
C -1.6658 0.0283 0.9849
C -0.8705 0.0524 0.0192
C 1.0352 0.5984 -0.3379
N 1.9670 -1.7631 -0.5619
S -2.3444 -0.6195 -0.6447
H -1.9857 -0.0808 2.0077
H 0.7157 1.1108 -1.2043
H 1.5565 1.3482 0.2075
```

---

Density functional theory data (ωB97M-V with the def2-TZVPD basis set) for C4H3NS in the gas phase.

## Properties
Orbital gap (Eh): 0.287
Energy relative to the best compared isomer or geometry (same formula, charge and spin) (eV): 1.436
2S+1: 1

Structure (XYZ):
```
9
C4H3NS ωB97M-V with the def2-TZVPD basis set
N -1.9568 -2.1538 -0.0571
C -1.5871 -1.0001 0.1412
C -1.0193 0.3013 -0.0624
C 0.2207 0.6982 -0.0829
C 1.5976 -0.0284 0.0540
S 1.8134 -1.6022 -0.0495
H -1.6815 1.3060 -0.1254
H 0.2824 1.6992 -0.1868
H 2.3306 0.7798 0.3690
```

---

Density functional theory data (ωB97M-V with the def2-TZVPD basis set) for 2 unconnected molecules or ions with the total composition C4H3O2.

## Properties
Charge: -1
Orbital gap (Eh): 0.113
Energy relative to the best compared isomer or geometry (same formula, charge and spin) (eV): 4.243
2S+1: 1

Structure (XYZ):
```
9
C4H3O2 ωB97M-V with the def2-TZVPD basis set
C 1.1049 1.6669 0.1223
C 0.6066 0.7996 -1.0802
C -1.8388 -1.5602 0.5620
C 0.6202 0.3116 0.1502
O -1.3595 -1.8762 1.5858
O -2.3916 -1.1972 -0.4129
H 2.2652 1.7420 0.3893
H 0.7987 0.5425 -2.0628
H 0.1944 -0.4292 0.7462
```

---

Density functional theory data (ωB97M-V with the def2-TZVPD basis set) for 2 unconnected molecules or ions with the total composition C4H3O2.

## Properties
Charge: +1
Orbital gap (spin up / spin down) (Eh): 0.200 / 0.200
Energy relative to the best compared isomer or geometry (same formula, charge and spin) (eV): 9.824
2S+1: 1

Structure (XYZ):
```
9
C4H3O2 ωB97M-V with the def2-TZVPD basis set
C -3.5593 0.4146 0.0115
C -2.4241 0.0446 -0.0280
C 2.6487 0.1649 0.1623
C 0.5308 -0.9416 -0.1651
O -0.6559 -1.1107 -0.1502
O 1.5122 -0.2581 -0.2597
H -4.2846 1.1322 -0.1136
H 3.4443 0.2632 -0.6859
H 2.7878 0.2909 1.2286
```

---

Density functional theory data (ωB97M-V with the def2-TZVPD basis set) for C4H3O2P in the gas phase.

## Properties
Orbital gap (spin up / spin down) (Eh): 0.280 / 0.275
Energy relative to the best compared isomer or geometry (same formula, charge and spin) (eV): 0.000
2S+1: 3

Structure (XYZ):
```
10
C4H3O2P ωB97M-V with the def2-TZVPD basis set
C -1.0584 -0.1318 0.0332
C -0.2450 1.0113 -0.0398
C -0.5275 -1.4177 0.0696
C 1.1909 0.9678 0.0484
O 1.7207 -0.2754 0.0587
O 1.9329 1.9548 0.0322
P 1.1050 -1.7887 -0.0920
H -2.1114 -0.2015 0.1346
H -0.5491 2.0074 -0.3720
H -1.4580 -2.1262 0.1271
```

---

Density functional theory data (ωB97M-V with the def2-TZVPD basis set) for a gas-phase ion, C4H3O2S (charge -1).

## Properties
Charge: -1
Orbital gap (Eh): 0.279
Energy relative to the best compared isomer or geometry (same formula, charge and spin) (eV): 0.836
2S+1: 1

Structure (XYZ):
```
10
C4H3O2S ωB97M-V with the def2-TZVPD basis set
O -1.0609 2.1675 -0.7856
C -0.9262 1.3985 0.0948
O -1.2885 1.1368 1.1968
C -0.1671 -0.0715 -0.6103
C 0.1145 -1.2526 0.3602
C 1.1109 -0.2413 -0.0492
S 2.5959 0.4293 0.0884
H -0.2662 -0.1188 -1.7399
H 0.3581 -2.2830 0.1530
H -0.4704 -1.1649 1.2917
```

---

Density functional theory data (ωB97M-V with the def2-TZVPD basis set) for a molecular structure, C4H3O2Sn.

## Properties
Charge: -1
Orbital gap (spin up / spin down) (Eh): 0.241 / 0.241
Energy relative to the best compared isomer or geometry (same formula, charge and spin) (eV): 0.000
2S+1: 1

Structure (XYZ):
```
10
C4H3O2Sn ωB97M-V with the def2-TZVPD basis set
O 2.7321 0.5420 -0.8957
C 0.7354 -1.2000 0.7292
C -0.4199 -0.8299 0.1437
C -1.6464 -0.5536 -0.1205
C -2.7963 0.1503 -0.3720
O -3.9650 -0.0778 0.0716
H 2.0632 0.5172 -1.6414
H -2.6446 1.1098 -0.9252
Sn 2.2077 0.0861 0.7585
H 0.6497 -2.0513 1.4235
```

---

Density functional theory data (ωB97M-V with the def2-TZVPD basis set) for a molecular structure, C4H3O2Zn.

## Properties
Charge: +1
Orbital gap (spin up / spin down) (Eh): 0.306 / 0.195
2S+1: 1

Structure (XYZ):
```
10
C4H3O2Zn ωB97M-V with the def2-TZVPD basis set
C 0.2597 1.2138 -1.8204
C -0.0631 0.7058 -0.7622
C -0.6099 0.1150 0.4074
C -0.3123 -1.1582 0.7452
H -0.5252 0.1709 1.9599
H 0.5046 -1.7557 0.3196
O 0.5973 1.5920 -3.0294
H 0.1076 2.3773 -3.3055
O -0.2631 -1.1187 2.1530
Zn 0.3044 -2.1422 3.3324
```

---

Density functional theory data (ωB97M-V with the def2-TZVPD basis set) for a gas-phase ion, C4H3O3 (charge -1).

## Properties
Charge: -1
Orbital gap (Eh): 0.272
Energy relative to the best compared isomer or geometry (same formula, charge and spin) (eV): 1.408
2S+1: 1

Structure (XYZ):
```
10
C4H3O3 ωB97M-V with the def2-TZVPD basis set
C -0.0577 0.2055 0.2058
C 1.2787 1.0343 0.1101
O 1.0895 2.2923 0.1757
C 2.4353 0.2930 -0.1810
C 3.6956 -0.1857 -0.0579
O 4.9014 -0.2270 -0.0551
O 2.7787 -1.1980 -0.0320
H 0.0318 -0.8882 0.5386
H -0.1130 0.0828 -0.9694
H -0.8746 0.7678 0.6169
```

---

Density functional theory data (ωB97M-V with the def2-TZVPD basis set) for a gas-phase ion, C4H3O3S (charge -1).

## Properties
Charge: -1
Orbital gap (Eh): 0.239
Energy relative to the best compared isomer or geometry (same formula, charge and spin) (eV): 2.237
2S+1: 1

Structure (XYZ):
```
11
C4H3O3S ωB97M-V with the def2-TZVPD basis set
O 0.4277 1.9847 -0.6405
C 0.6323 0.8311 -0.3621
C 1.4185 -0.2475 -0.1832
S 3.2536 -0.1233 -0.0873
C 0.6098 -1.4236 -0.0866
O 0.8916 -2.6084 -0.1983
C -0.7458 -0.7726 0.0723
O -1.7934 -1.1333 -0.7940
H 3.1959 1.2056 -0.0703
H -1.0611 -0.5921 1.0953
H -2.3679 -0.3636 -0.8724
```

---

no.,calculated total energy (a.u.)
1,-1080.5275
2,-1478.5878
3,-606.9680
4,-607.0552
5,-304.5267
6,-303.9827
7,-645.9482
8,-702.8799
9,-518.9051
10,-2083.4410
11,-379.9044
12,-778.1048